one:
A structure of composition C8H19NO, computed with wB97M-V/def2-TZVPD.

Each line ends with the Mulliken charge.
Atoms and positions in Å:
O -1.054 -4.532 1.607  -0.600
N -0.532 -2.872 3.039  -0.381
C -0.041 -1.923 1.988  -0.733
C 2.414 3.429 -2.365  -1.513
C -2.180 -4.442 3.780  -0.936
C 0.658 1.837 -2.032  -1.340
C 0.643 3.526 -3.924  -1.190
C 0.325 4.439 -1.683  -1.917
C -1.274 -3.943 2.688  0.610
C 0.973 3.306 -2.494  1.777
H 0.033 -2.454 1.060  0.348
H -3.094 -4.552 3.251  0.347
H 0.587 5.436 -1.998  0.396
H 0.617 4.305 -0.572  0.342
H -0.484 4.257 -4.137  0.252
H 2.624 3.117 -1.361  0.403
H -0.695 4.221 -1.753  0.543
H -1.551 -1.845 3.420  0.313
H -0.695 -0.951 1.937  0.230
H 0.672 1.755 -0.905  0.377
H 2.711 2.590 -3.032  0.446
H -2.632 -3.813 4.510  0.345
H -0.402 1.507 -2.598  0.281
H 3.012 4.487 -2.585  0.310
H 0.920 -1.451 2.441  0.236
H 0.364 2.324 -4.568  0.250
H -1.881 -5.469 4.255  0.222
H 1.491 4.300 -4.526  0.237
H 1.457 1.212 -2.712  0.348

## Properties
Orbital gap (eV): 9.6

---

two:
A cluster of 3 separate species, C8H19NO in total, computed with wB97M-V/def2-TZVPD.

Each line ends with the Mulliken charge.
Atoms and positions in Å:
O 0.998 -1.125 -1.100  -0.475
N 0.293 2.422 -0.647  -0.428
C -1.351 -1.404 -0.561  -1.561
C 0.498 -2.147 1.751  -1.137
C 0.331 -0.203 0.952  1.183
C -0.449 1.300 -1.092  -0.020
C -0.059 -0.666 -0.337  0.481
C -0.343 1.079 -2.582  -1.559
C -0.676 0.461 1.856  -1.767
C 1.722 0.354 1.122  -1.696
H 0.682 0.825 -2.865  0.359
H -0.581 1.546 1.798  0.360
H 2.014 0.296 2.171  0.447
H -1.219 -2.342 -1.103  0.390
H 1.103 2.657 -1.207  0.228
H -0.461 0.182 2.889  0.474
H -0.267 3.229 -0.411  0.207
H 1.002 -2.815 1.058  0.305
H 1.741 1.415 0.869  0.356
H -1.705 0.180 1.646  0.320
H -1.881 -1.672 0.348  0.383
H -0.996 0.281 -2.928  0.322
H -1.481 1.360 -0.749  0.465
H 0.679 -1.746 -1.763  0.415
H 2.443 -0.176 0.507  0.370
H -2.080 -0.849 -1.153  0.399
H -0.589 1.996 -3.137  0.426
H 1.117 -1.930 2.617  0.391
H -0.483 -2.505 2.051  0.362

## Properties
Orbital gap (eV): 7.3

---

Tell me which of them is the least stable. Sure, it is one.

---

one:
A cluster of 2 separate species, C8H19NO in total, computed with wB97M-V/def2-TZVPD.

Each line ends with the Mulliken charge.
Atoms and positions in Å:
O -1.568 1.068 0.088  -0.553
N 0.405 2.144 0.002  -0.229
C -0.023 0.770 1.910  -1.153
C 0.710 -0.690 -1.210  0.571
C 0.660 -1.774 -0.028  -1.060
C 2.008 -0.673 -2.176  -1.310
C -1.184 -2.905 1.482  -1.395
C -0.556 1.383 0.632  0.828
C 0.030 2.842 -1.143  -0.768
C -0.818 -1.800 0.571  0.245
H -1.188 -3.771 0.724  0.305
H 2.224 -1.629 -2.620  0.393
H -2.051 -2.526 2.194  0.328
H 0.452 -0.301 1.691  0.170
H 0.830 2.768 -1.940  0.286
H 0.670 1.401 2.654  0.389
H 1.772 0.116 -2.984  0.315
H -0.150 -1.113 -1.877  0.213
H -0.992 2.328 -1.468  0.238
H -0.916 0.582 2.605  0.318
H -0.262 -3.303 1.967  0.254
H 1.236 2.133 0.467  0.122
H -0.220 3.982 -0.928  0.265
H 1.520 -1.766 0.633  0.375
H 0.303 0.297 -0.751  -0.234
H 0.815 -2.607 -0.611  0.584
H -1.430 -1.795 -0.329  0.463
H 2.986 -0.286 -1.674  0.257
H -0.848 -0.981 1.302  -0.217

## Properties
Structure (SMILES): CNC(C)=O.CCCCC
Orbital gap (eV): 10.3

---

two:
A structure of composition C8H19NO, computed with wB97M-V/def2-TZVPD.

Each line ends with the Mulliken charge.
Atoms and positions in Å:
O 2.071 -1.223 -1.029  -0.771
N 0.535 0.602 -0.123  0.021
C 1.777 -2.155 -0.191  -0.379
C -0.849 0.787 -0.650  1.416
C 1.079 -1.560 1.535  -0.413
C -1.786 1.250 0.472  -1.687
C -0.836 1.799 -1.800  -1.789
C 0.104 -2.258 2.117  -0.668
C 1.242 1.759 0.437  -1.029
C -1.298 -0.584 -1.172  -1.495
H -1.744 0.561 1.317  0.343
H 1.364 2.544 -0.308  0.358
H 1.216 -0.008 -0.821  0.713
H -0.125 1.496 -2.571  0.381
H 0.551 -0.238 0.664  -0.005
H -2.294 -0.509 -1.607  0.503
H 0.719 2.160 1.306  0.367
H 0.938 -2.827 -0.437  0.279
H -0.696 -2.707 1.533  0.215
H -0.617 -0.948 -1.941  0.383
H 2.227 1.423 0.754  0.358
H -2.811 1.282 0.103  0.448
H -1.826 1.854 -2.253  0.441
H 0.006 -2.372 3.194  0.254
H -0.576 2.800 -1.457  0.414
H -1.534 2.252 0.821  0.390
H 1.877 -1.183 2.179  0.355
H -1.328 -1.315 -0.364  0.192
H 2.616 -2.681 0.291  0.403

## Properties
Orbital gap (eV): 8.5

---

Tell me which of them is the least stable. Sure, it is one.

---

one:
The molecule C24H28N2O3, computed with wB97M-V/def2-TZVPD.

Each line ends with the Mulliken charge.
Atoms and positions in Å:
O 0.440 2.803 4.080  -0.431
O -1.843 -2.240 0.171  -0.672
O 2.002 2.316 -0.559  -0.687
N 0.382 -2.032 0.460  0.190
N 2.481 2.626 1.623  -0.119
C -2.382 3.355 1.773  -0.615
C -0.710 -2.458 -0.234  0.718
C 1.731 -1.929 -0.046  -0.869
C 1.898 0.397 0.900  0.288
C 2.583 4.065 1.536  -0.872
C -1.834 4.322 0.954  -0.860
C -0.323 -4.936 -3.972  -0.334
C 1.602 4.757 2.491  -1.089
C -1.339 -4.026 -3.669  1.044
C 0.197 4.278 2.255  0.325
C -0.469 -3.254 -1.456  -0.811
C 0.466 0.221 1.418  1.057
C -0.362 3.288 3.073  0.714
C -0.141 1.982 5.063  -0.854
C -2.353 -3.831 -4.611  -0.533
C 0.175 -1.258 1.666  -1.547
C -1.334 -5.412 -6.096  -0.427
C 2.123 1.869 0.563  0.151
C -1.655 2.840 2.833  -0.332
C 2.089 -0.471 -0.342  -0.876
C -2.349 -4.514 -5.811  -0.494
C -1.389 -3.279 -2.425  -0.240
C -0.323 -5.620 -5.171  -0.626
C -0.551 4.778 1.202  -0.318
H 0.469 -6.322 -5.388  0.374
H 0.431 -3.846 -1.509  0.460
H -0.117 5.538 0.570  0.420
H 0.841 -1.648 2.446  0.314
H 0.469 -5.115 -3.261  0.289
H 0.325 0.783 2.340  -0.787
H -2.400 4.721 0.126  0.398
H 1.889 4.545 3.522  0.321
H 2.359 4.325 0.499  0.422
H -3.147 -3.132 -4.391  0.346
H 2.447 2.236 2.552  0.305
H 1.448 -0.086 -1.137  0.273
H 1.846 -2.518 -0.954  0.513
H 1.662 5.834 2.325  0.482
H -1.000 2.467 5.535  0.379
H -3.382 2.989 1.593  0.402
H -0.863 -1.398 1.970  0.487
H 3.608 4.376 1.769  0.374
H -1.329 -5.948 -7.034  0.374
H 3.123 -0.410 -0.686  0.435
H -0.236 0.607 0.676  0.285
H -2.102 2.081 3.455  0.413
H 2.413 -2.327 0.716  0.258
H 2.606 0.091 1.679  0.333
H -0.452 1.014 4.655  0.268
H -3.141 -4.349 -6.527  0.376
H -2.270 -2.664 -2.283  0.348
H 0.636 1.820 5.810  0.258

## Properties
Structure (SMILES): COc1ccccc1CCNC(=O)C1CCN(C(=O)/C=C/c2ccccc2)CC1
Orbital gap (eV): 8.9

---

two:
The molecule C24H28N2O3, computed with wB97M-V/def2-TZVPD.

Each line ends with the Mulliken charge.
Atoms and positions in Å:
O 2.747 -0.266 2.211  -0.724
O 2.940 -3.863 -2.136  -0.399
O -3.292 1.669 1.437  -0.249
N 1.666 -1.780 0.898  0.143
N 0.062 0.934 1.348  0.058
C -1.646 1.806 -0.270  -0.480
C -1.159 2.452 -1.399  -0.590
C 2.496 -0.625 -3.839  -0.849
C -0.603 -1.398 1.463  -0.066
C 2.668 -1.989 -3.671  -0.529
C 0.334 -2.221 0.564  -1.060
C -2.966 4.006 -1.384  -0.639
C 2.722 -1.681 -1.281  0.447
C 3.030 -4.753 -3.220  -0.991
C -1.652 -0.609 0.686  -1.453
C 2.779 -2.530 -2.395  0.756
C 0.301 -0.314 2.089  1.493
C 2.438 0.215 -2.744  -0.839
C 2.798 -2.230 0.124  -1.253
C 0.085 0.007 3.573  -0.883
C 2.553 -0.319 -1.471  -0.074
C -0.780 1.262 3.554  -0.447
C -0.856 0.632 0.246  1.063
C -3.475 3.387 -0.257  -0.634
C -2.828 2.295 0.313  0.685
C -0.243 1.975 2.313  -0.836
C -4.453 2.156 2.064  -1.156
C 1.730 -0.758 1.772  -0.564
C -1.800 3.542 -1.960  -0.921
H -1.393 4.020 -2.837  0.409
H 0.701 2.477 2.559  0.444
H -0.204 0.314 -0.585  -0.002
H 3.170 -5.739 -2.778  0.249
H -1.830 1.004 3.413  -0.041
H 3.690 -1.851 0.631  0.363
H 2.310 1.279 -2.877  0.470
H -0.926 2.715 1.900  0.581
H 2.409 -0.224 -4.839  0.382
H 2.510 0.325 -0.605  0.447
H 1.057 0.227 4.020  0.383
H -3.487 4.853 -1.805  0.381
H -5.326 2.090 1.406  0.423
H 0.245 -3.297 0.753  0.390
H -0.369 -0.825 4.109  0.328
H -4.610 1.513 2.930  0.250
H -4.326 3.189 2.403  0.418
H -4.384 3.769 0.178  0.417
H -2.052 -1.158 -0.165  0.439
H 2.114 -4.754 -3.820  0.378
H -0.679 1.860 4.458  0.583
H -1.052 -2.034 2.226  0.747
H -0.248 2.084 -1.846  0.617
H 2.709 -2.622 -4.543  0.414
H -2.471 -0.327 1.343  0.374
H 3.886 -4.522 -3.862  0.373
H 0.135 -2.047 -0.500  0.304
H 2.825 -3.321 0.102  0.465

## Properties
Structure (SMILES): COc1ccccc1CN1C[C@@H]2C[C@@H](c3ccccc3OC)N3CCC[C@@]23C1=O
Orbital gap (eV): 8.8

---

Tell me which of them is the least stable. Sure, it is two.